Run w
Molecular formula: C4H7N5
Method: DFT, the ωB97M-V functional and the def2-TZVPD basis

Properties
Gap between HOMO and LUMO (eV): 9.70
SMILES: [H]/N=C1\CN=CN=C(N)N1
Total charge: 0
Molar mass (g/mol): 125.13
Highest occupied orbital energy (eV): -9.029

Element x y z (Å)
N -2.14882 -1.31867 -0.53243
H 1.90746 -1.99935 0.51653
N -0.67681 1.91118 -0.19338
H 3.05949 -0.73979 0.54369
C 0.53853 1.90907 -0.52932
N 1.51065 0.95917 -0.29606
H 0.01655 -1.95643 -0.56345
H -3.10022 -1.05824 -0.34851
C 1.22500 -0.29441 -0.15574
H 0.92074 2.71784 -1.05920
H -2.25153 1.04255 0.77461
C -1.24895 -0.48606 -0.16335
H -0.81957 0.59581 1.66306
N 0.05242 -0.92368 -0.35904
N 2.24257 -1.19188 0.05166
C -1.22751 0.83288 0.65095



Run x
Molecular formula: C4H7N5
Method: DFT, the ωB97M-V functional and the def2-TZVPD basis

Properties
Gap between HOMO and LUMO (eV): 10.32
SMILES: [H]/N=C(/N)[C@@H]1C=NNC=N1
Total charge: 0
Molar mass (g/mol): 125.13
Highest occupied orbital energy (eV): -9.466

Element x y z (Å)
C 0.53096 1.17520 0.51754
H -2.53903 1.09588 -1.23061
N 1.35085 1.27834 -0.40735
C 1.54157 -1.08828 -0.07821
H 0.18936 1.92667 1.23716
H -1.17683 -2.26790 -0.52709
N 1.66262 0.00024 -0.89909
N -1.98448 0.93092 -0.15665
H 2.47849 -1.83072 0.06762
N -1.70664 -1.40729 -0.66188
H -1.29537 1.73388 -0.09509
N 0.74646 -1.20077 0.90416
H -0.68570 0.03963 1.97569
H 2.37186 0.06159 -1.53839
C -0.24139 -0.08502 0.98788
C -1.24274 -0.36238 -0.09569



Winner for stability: run w